(1)
One molecule with the formula C4H2N2O in a non-equilibrium geometry. Source: the OMol25 dataset; level of theory: ωB97M-V with the def2-TZVPD basis set.

LUMO level: -0.0829 eV
Orbital gap: 11.4319 eV
M: 94.07 g/mol
Relative energy (zero: lowest compared OMol25 entry of this formula, charge and spin): 84.5 kJ/mol
SMILES: N#CC(C#N)C=O
Net charge: 0

Each line ends with the Mulliken charge.
Positions of all 9 atoms, in Å:
N  -0.33297  2.42179  -1.12199  -0.3331
C  -0.31379  1.42783  -0.55289  -0.0429
C  -0.38635  0.10104  0.19607  0.5148
C  -0.41768  -1.10731  -0.66329  0.1242
N  -0.51411  -1.93315  -1.52158  -0.3762
C  0.60477  0.04069  1.40766  -0.0323
O  1.20308  -0.93889  1.71281  -0.3868
H  -1.41149  0.28091  0.57287  0.1977
H  0.79468  1.03623  1.90429  0.3345

Forces on atoms 1 to 6 (eV/Å):
N 0.0 0.2 0.1
C 0.6 -1.7 0.2
C -0.7 1.2 -0.1
C -0.3 -2.6 -3.9
N 0.5 3.5 4.1
C 0.4 0.9 -0.5

---

(2)
A 5-piece molecular cluster, CH10O6 overall in a non-equilibrium geometry. Source: the OMol25 dataset; level of theory: ωB97M-V with the def2-TZVPD basis set.

LUMO level: 0.1333 eV
Orbital gap: 11.2712 eV
M: 118.09 g/mol
Relative energy (zero: lowest compared OMol25 entry of this formula, charge and spin): 130.9 kJ/mol
SMILES: O=CO.O.O.O.O
Net charge: 0

Each line ends with the Mulliken charge.
Positions of all 17 atoms, in Å:
O  -1.45407  2.15648  -0.34825  -0.5093
C  -2.20508  1.29491  -0.72440  0.2798
O  -1.75009  0.31215  -1.51074  -0.4314
H  -3.27577  1.18172  -0.52861  0.3340
H  -0.89301  0.43206  -1.93722  0.3244
O  1.88176  -1.52715  -0.90136  -0.6258
H  1.33592  -0.73296  -0.84740  0.3251
H  2.73256  -1.17175  -1.20195  0.3062
O  -1.62265  -1.02169  1.08858  -0.5725
H  -0.82565  -0.99671  0.53729  0.2445
H  -1.63299  -1.99047  1.12266  0.3321
O  0.55664  -1.26775  3.61932  -0.6175
H  0.79461  -1.36167  2.68759  0.3001
H  0.41842  -0.32071  3.71866  0.3184
O  1.90770  1.33983  -1.82213  -0.6354
H  1.31483  1.81741  -1.22294  0.3258
H  2.71689  1.85632  -1.72910  0.3012

Forces on atoms 1 to 6 (eV/Å):
O -0.8 0.3 0.3
C 2.0 0.3 -0.5
O -1.3 -1.2 -0.7
H 0.2 0.0 0.2
H 0.1 0.6 0.4
O 0.1 0.2 0.1

---

(3)
A 2-piece molecular cluster, C23H28BrN2O2 overall in a non-equilibrium geometry. Source: the OMol25 dataset; level of theory: ωB97M-V with the def2-TZVPD basis set.

LUMO level: -3.1449 eV
Orbital gap: 8.2160 eV
M: 444.39 g/mol
Net charge: +1

Each line ends with the Mulliken charge.
Positions of all 56 atoms, in Å:
C  -1.18554  0.50383  3.16448  -0.5158
C  -1.09785  0.03754  1.56067  -0.5235
N  -1.47856  1.25318  0.74526  -0.2557
C  -0.28172  2.04882  0.27437  0.1153
C  1.01602  2.25841  1.25335  -0.5224
C  0.58162  3.63437  2.08942  -0.6512
N  -0.55429  4.43543  1.41884  0.1938
C  -1.56710  4.71693  2.50705  -0.8074
C  -3.03481  5.22165  1.97949  -0.4329
C  -4.19793  4.68160  3.04196  -0.5909
Br  -5.89250  4.09320  2.12141  -0.1398
C  -0.92954  3.58982  0.22225  -0.8662
H  -1.86385  -0.21018  3.80084  0.3389
H  -1.53896  1.63164  3.17338  -0.0724
H  -0.06635  0.49919  3.54038  0.1830
H  -1.97109  -0.76044  1.40134  0.3790
H  -0.05550  -0.42662  1.30123  0.2708
H  -2.09529  0.99794  -0.08179  0.3171
H  0.11542  1.92007  -0.82218  0.2018
H  1.36694  1.40226  1.96969  0.2471
H  1.90775  2.66826  0.57569  0.3785
H  0.49207  3.44637  3.25799  0.3225
H  1.50545  4.36478  2.00718  0.2813
H  -0.04248  5.30797  1.16032  0.5165
H  -1.11755  5.61680  3.14920  0.3592
H  -1.65803  3.81654  3.28429  0.2583
H  -3.35049  4.82697  0.92417  0.3623
H  -3.13778  6.39157  1.95543  0.3558
H  -3.80620  3.75302  3.65084  0.3180
H  -4.50564  5.51947  3.81562  0.3787
H  -0.48473  4.20959  -0.67777  0.3277
H  -2.05142  3.34151  -0.00144  0.3072
C  -0.36336  -0.81086  -2.42267  -0.2351
C  0.18521  -0.76652  -3.70412  -0.7670
C  1.02242  -1.79426  -4.14125  -0.5939
C  1.32211  -2.86445  -3.28956  0.2534
C  0.79333  -2.89628  -1.99979  0.0996
C  -0.06090  -1.87279  -1.56914  -0.6885
C  1.14228  -3.99470  -1.07578  0.5274
O  0.67539  -4.02526  0.05617  -0.6871
C  2.06827  -5.05023  -1.53238  0.2433
C  2.45313  -6.06611  -0.64767  -0.5251
C  3.31803  -7.07569  -1.07545  -0.4855
C  3.79237  -7.07909  -2.38689  -0.4611
C  3.41508  -6.06524  -3.26870  -0.5594
C  2.55891  -5.04341  -2.83723  0.1745
C  2.19423  -3.95606  -3.76677  0.6542
O  2.61437  -3.95576  -4.91815  -0.6607
H  -1.02321  -0.01460  -2.08519  0.4879
H  -0.04042  0.06760  -4.36481  0.3964
H  1.44289  -1.75558  -5.14479  0.4714
H  -0.48837  -1.89789  -0.56830  0.6220
H  2.08478  -6.07257  0.37697  0.4440
H  3.61973  -7.86064  -0.38530  0.3948
H  4.46036  -7.86938  -2.72251  0.4012
H  3.79329  -6.07177  -4.28963  0.4584

Forces on atoms 1 to 6 (eV/Å):
C 1.3 0.1 -0.9
C -1.7 -0.6 1.2
N 1.7 -1.1 -1.0
C -0.1 2.6 -0.2
C -0.7 1.9 -0.4
C 4.0 -0.3 1.5

---

(4)
One molecule with the formula C20H29N3O6S in a non-equilibrium geometry. Source: the OMol25 dataset; level of theory: ωB97M-V with the def2-TZVPD basis set.

LUMO level: 0.4580 eV
Orbital gap: 9.2025 eV
M: 439.53 g/mol
Relative energy (zero: lowest compared OMol25 entry of this formula, charge and spin): 192.2 kJ/mol
SMILES: CCOC(=O)N1CCN(C(=O)C2CCN(S(=O)(=O)c3ccc(OC)cc3)CC2)CC1
Net charge: 0

Each line ends with the Mulliken charge.
Positions of all 59 atoms, in Å:
C  -2.95999  3.87657  6.59635  -1.1179
C  -3.55032  2.73945  5.77533  -0.2663
O  -2.62870  2.26510  4.79361  -0.3957
C  -2.56607  2.98186  3.65150  0.6183
O  -3.26713  3.93131  3.39207  -0.6616
N  -1.60599  2.50004  2.82629  0.2586
C  -1.46122  3.04344  1.49628  -1.3058
C  -1.47478  1.92022  0.46224  -0.2915
N  -0.41537  0.96811  0.74874  0.3421
C  -0.04100  -0.05355  -0.05855  -0.2354
O  0.85490  -0.81492  0.26114  -0.7708
C  -0.73434  -0.18255  -1.40963  0.4618
C  0.20345  0.43356  -2.45836  -0.0770
C  -0.32780  0.18674  -3.87167  -1.2311
N  -0.59354  -1.20418  -4.12737  0.1639
S  0.59855  -2.12773  -4.83583  1.3134
O  1.24700  -1.28165  -5.79585  -0.7497
O  -0.03665  -3.33278  -5.28203  -0.7421
C  1.77235  -2.55500  -3.55402  -0.0923
C  1.59794  -3.72322  -2.83161  -0.6148
C  2.44375  -4.00675  -1.78201  -0.4164
C  3.46739  -3.11592  -1.43865  0.7263
O  4.22539  -3.47456  -0.37833  -0.4394
C  5.20929  -2.57944  0.08643  -0.8270
C  3.65178  -1.95931  -2.19501  -0.2293
C  2.80238  -1.68815  -3.25428  -0.8713
C  -1.44789  -1.84546  -3.16072  -1.1859
C  -0.95218  -1.66671  -1.72475  -0.4260
C  0.20083  1.07595  2.05911  -1.0063
C  -0.85854  1.29419  3.12971  -0.4472
H  -2.02742  3.56320  7.05980  0.2908
H  -3.66224  4.16851  7.37175  0.3941
H  -2.76784  4.73244  5.95411  0.3054
H  -4.46433  3.07276  5.27350  0.3244
H  -3.76360  1.86991  6.40053  0.3156
H  -2.29802  3.72506  1.32882  0.4542
H  -0.52965  3.61551  1.41873  0.2864
H  -1.33463  2.35716  -0.53040  0.4956
H  -2.45261  1.42210  0.49468  0.2825
H  -1.69763  0.33045  -1.42560  0.6672
H  1.18639  -0.02617  -2.34608  -0.1876
H  0.30610  1.50829  -2.29203  0.5272
H  -1.26218  0.74276  -4.01825  0.3631
H  0.39237  0.50905  -4.62412  0.5131
H  0.80196  -4.39466  -3.11170  0.4925
H  2.33160  -4.90542  -1.19719  0.4543
H  4.76920  -1.61722  0.36401  0.3284
H  5.63915  -3.04910  0.96962  0.2376
H  5.99635  -2.42417  -0.65828  0.3347
H  4.44616  -1.26690  -1.96753  0.4249
H  2.93924  -0.80922  -3.86545  0.5053
H  -2.45266  -1.41620  -3.26087  0.3725
H  -1.49356  -2.89940  -3.43476  0.4772
H  -0.00905  -2.19306  -1.57604  -0.1848
H  -1.68613  -2.08652  -1.03412  0.6325
H  0.92523  1.89752  2.07060  0.2105
H  0.73790  0.14197  2.23724  0.4618
H  -1.53559  0.43170  3.16728  0.3001
H  -0.38801  1.39504  4.11160  0.4365

Forces on atoms 1 to 6 (eV/Å):
C 0.0 -0.3 -0.3
C -0.3 0.3 0.3
O 0.2 -0.1 -0.2
C 0.1 -0.1 0.0
O -0.4 0.3 0.1
N 0.0 -0.1 0.0

---

(5)
C7H13O as an isolated structure in a non-equilibrium geometry. Source: the OMol25 dataset; level of theory: ωB97M-V with the def2-TZVPD basis set.

LUMO level (alpha / beta): 0.7229 / -1.4475 eV
Orbital gap (alpha / beta): 8.3621 / 6.1858 eV
M: 113.18 g/mol
Relative energy (zero: lowest compared OMol25 entry of this formula, charge and spin): 516.6 kJ/mol
Multiplicity: 2
Net charge: 0

Each line ends with the Löwdin spin population.
Positions of all 21 atoms, in Å:
C  2.36895  -0.90301  -0.91528  0.1106
O  1.97948  -1.86986  -1.75121  0.7766
C  1.42805  -0.68550  0.31605  0.0314
C  0.08800  -0.19068  -0.11514  0.0020
C  -0.82602  0.51339  0.56518  -0.0001
C  -0.57190  0.84574  1.93772  0.0005
C  -1.52804  0.60770  2.94174  0.0001
C  -2.07894  1.08006  -0.11594  -0.0001
H  3.40946  -0.95997  -0.55969  0.0071
H  2.30026  0.08068  -1.43306  0.0678
H  1.32678  -1.71040  0.69943  0.0007
H  1.90156  -0.07116  1.08596  0.0019
H  1.24441  -1.12865  -4.50822  0.0012
H  -0.07999  -0.39370  -1.17251  -0.0003
H  1.19493  -1.22407  -5.24593  0.0006
H  -2.29011  -0.17875  2.88946  0.0001
H  -1.56547  1.71625  2.35020  0.0000
H  -1.30415  0.91293  3.95885  0.0000
H  -1.79583  2.03244  -0.56474  0.0000
H  -2.92212  1.14995  0.56001  0.0000
H  -2.27932  0.37661  -0.92284  0.0000

Forces on atoms 1 to 6 (eV/Å):
C 0.0 1.4 1.3
O -0.1 -0.1 -0.3
C -0.2 -1.1 -0.2
C 0.0 0.3 -0.8
C 0.0 -0.3 0.0
C -0.1 0.5 1.0

---

(6)
A 3-piece molecular cluster, C5H8O overall in a non-equilibrium geometry. Source: the OMol25 dataset; level of theory: ωB97M-V with the def2-TZVPD basis set.

LUMO level: 1.2057 eV
Orbital gap: 10.6659 eV
M: 84.12 g/mol
Relative energy (zero: lowest compared OMol25 entry of this formula, charge and spin): 288.7 kJ/mol
Net charge: 0

Each line ends with the Mulliken charge.
Positions of all 14 atoms, in Å:
O  2.74206  -0.61338  -0.93980  -0.1444
C  2.70974  0.45529  -0.55669  0.1214
C  0.09249  -0.46138  1.16066  -0.5118
C  -0.42338  -1.42658  0.11485  -0.3482
C  -1.37556  -0.26648  -0.31522  -0.4482
C  -0.72297  0.52933  0.79574  -0.4233
H  0.93073  2.41426  -0.77912  -0.2009
H  0.87391  -0.55184  1.91224  0.4048
H  0.30247  -1.71721  -0.65358  0.1603
H  -0.92345  -2.32672  0.48996  0.2582
H  -1.18751  0.10868  -1.32796  0.2006
H  -2.44588  -0.47584  -0.20217  0.2562
H  0.28386  2.77528  -0.82936  0.2169
H  -0.85650  1.55659  1.13043  0.4584

Forces on atoms 1 to 6 (eV/Å):
O 0.0 1.2 0.4
C 0.1 -1.3 -0.4
C 0.1 0.0 0.1
C 0.1 -0.2 -0.1
C -0.1 0.0 -0.1
C 0.0 0.1 0.1

---

Computed total energy, in the same sequence as the records: -338.30926 -495.52592 -3726.83108 -1793.43377 -349.47414 -270.44794 Ha.